# 1
{
  "formula": "C6H14N2O2",
  "method": "ωB97M-V/def2-TZVPD",
  "species": ["C", "C", "C", "O", "N", "H", "H", "H", "H", "H", "H", "H", "C", "C", "C", "O", "N", "H", "H", "H", "H", "H", "H", "H"],
  "coordinates": [[1.70812, -0.26601, -0.87107], [-0.05879, 3.12603, -1.01190], [1.49405, 1.17110, -0.62021], [2.34805, 2.03071, -0.47941], [0.23616, 1.67396, -0.94716], [1.93796, -0.82791, 0.03878], [-0.58121, 1.21039, -1.34631], [0.54740, 3.65850, -0.28425], [0.82164, -0.71474, -1.30010], [2.60648, -0.44375, -1.45521], [0.10366, 3.31397, -2.06642], [-1.05336, 3.31193, -0.63007], [-2.32883, -0.13345, 0.49816], [0.38978, -2.51516, 1.48675], [-0.85191, -1.98267, 0.81134], [-1.69921, -2.65675, 0.30180], [-0.97261, -0.57803, 0.82242], [-0.44642, 0.01553, 1.44215], [-3.02840, -0.79148, 1.02331], [1.03903, -1.67888, 1.76089], [-2.58176, 0.84694, 0.94228], [-2.66986, -0.12073, -0.53628], [0.13299, -3.21113, 2.27745], [1.17326, -2.83371, 0.76938]],
  "spin_multiplicity": 2,
  "total_charge": 1,
  "homo_ev": [-13.7268, -13.5199],
  "lumo_energy_ev": [-3.76, -8.91]
}

***

# 2
{
  "formula": "C31H70F3MnN10O13S",
  "method": "ωB97M-V/def2-TZVPD",
  "species": ["Mn", "C", "F", "F", "F", "S", "O", "O", "O", "C", "O", "N", "C", "C", "H", "H", "H", "H", "H", "H", "H", "C", "O", "N", "C", "C", "H", "H", "H", "H", "H", "H", "H", "C", "O", "N", "C", "C", "H", "H", "H", "H", "H", "H", "H", "C", "O", "N", "C", "C", "H", "H", "H", "H", "H", "H", "H", "C", "O", "N", "C", "C", "H", "H", "H", "H", "H", "H", "H", "C", "O", "N", "C", "C", "H", "H", "H", "H", "H", "H", "H", "C", "O", "N", "C", "C", "H", "H", "H", "H", "H", "H", "H", "C", "O", "N", "C", "C", "H", "H", "H", "H", "H", "H", "H", "C", "O", "N", "C", "C", "H", "H", "H", "H", "H", "H", "H", "C", "O", "N", "C", "C", "H", "H", "H", "H", "H", "H", "H"],
  "coordinates": [[0.54772, 1.86447, 2.86008], [0.83404, -0.82939, -0.66680], [0.50120, -2.04489, -1.09004], [1.83578, -0.99044, 0.19624], [1.22688, -0.13825, -1.72022], [-0.57168, 0.05277, 0.20356], [-1.68707, -0.85320, 0.38492], [-0.00947, 0.46288, 1.48840], [-0.87827, 1.17401, -0.64282], [-4.89741, -0.90556, -3.75097], [-6.10066, -0.76345, -3.66546], [-3.98213, -0.58741, -2.82453], [-2.59391, -0.98788, -2.86282], [-4.47471, 0.03170, -1.58555], [-4.39303, -1.22311, -4.68414], [-1.96011, -0.10497, -2.76831], [-2.40007, -1.23056, -3.91380], [-2.43213, -1.83886, -2.20943], [-4.45225, -0.72097, -0.78896], [-3.72626, 0.77293, -1.29870], [-5.48120, 0.43141, -1.56381], [-3.43061, -6.33419, -0.38941], [-4.61440, -6.51488, -0.27765], [-2.84155, -5.44996, -1.23773], [-1.39959, -5.25138, -1.28728], [-3.59576, -4.59639, -2.11860], [-2.70051, -6.82859, 0.26323], [-1.15688, -4.25982, -0.90576], [-1.03001, -5.55710, -2.26525], [-0.82259, -5.91346, -0.63200], [-4.62350, -4.94387, -2.21277], [-3.50317, -3.58418, -1.71989], [-3.24772, -4.64313, -3.15532], [1.17623, 3.91649, 0.40713], [1.10571, 3.18012, 1.39514], [2.20943, 4.71504, 0.14097], [2.26638, 5.57133, -1.05220], [3.38501, 4.67827, 1.00127], [0.46329, 4.06222, -0.41754], [1.53242, 5.26568, -1.79782], [3.29379, 5.53380, -1.39735], [1.97460, 6.59080, -0.79155], [3.46412, 3.68513, 1.45440], [4.32524, 4.75547, 0.46190], [3.23414, 5.35133, 1.84513], [3.62318, 0.59624, 3.54311], [2.53331, 1.00565, 3.16484], [3.89011, -0.65471, 3.91977], [2.96200, -1.73850, 3.60110], [5.15632, -1.02118, 4.52007], [4.53387, 1.18407, 3.73573], [2.41198, -2.11864, 4.46670], [3.40680, -2.67441, 3.25475], [2.28303, -1.37139, 2.83561], [5.00852, -1.52575, 5.47736], [5.73405, -1.69425, 3.88743], [5.70998, -0.11061, 4.74828], [-2.49684, 3.08214, 2.57913], [-1.37300, 2.58578, 2.66568], [-3.13542, 3.48230, 1.48491], [-4.51941, 3.85236, 1.51838], [-2.43741, 3.48463, 0.17836], [-3.17170, 3.15243, 3.44734], [-4.65432, 4.92174, 1.68870], [-5.13659, 3.35569, 2.27535], [-5.10984, 3.54032, 0.65420], [-1.38350, 3.38587, 0.38477], [-2.94364, 2.74519, -0.43367], [-2.58237, 4.46976, -0.27111], [4.06424, 1.85912, -2.56987], [3.96972, 3.07326, -2.68207], [4.58514, 1.23524, -1.50745], [4.86757, -0.19069, -1.51957], [4.81999, 1.89003, -0.24343], [3.85038, 1.23319, -3.44968], [5.73519, -0.43180, -0.90382], [5.06895, -0.63282, -2.49285], [4.04655, -0.75522, -1.06576], [5.86752, 1.83546, 0.04608], [4.39278, 2.88800, -0.19229], [4.20103, 1.36750, 0.50162], [-4.17271, -2.95733, 4.19341], [-3.39328, -3.02867, 5.13818], [-4.22140, -1.88623, 3.36044], [-3.43038, -0.71143, 3.61140], [-5.49403, -1.75141, 2.65522], [-4.87371, -3.78690, 4.02276], [-2.60644, -0.91484, 4.27925], [-4.10904, 0.05586, 4.00849], [-3.11205, -0.29483, 2.65305], [-5.49484, -2.23675, 1.67285], [-6.38358, -2.05701, 3.19977], [-5.64948, -0.72644, 2.30328], [-0.01901, -0.18536, 5.28104], [-0.01083, 0.64833, 4.37982], [0.85166, -0.28262, 6.27722], [0.82776, -1.33165, 7.30426], [1.87640, 0.72435, 6.58667], [-0.78781, -0.96205, 5.39824], [1.81013, -1.55303, 7.69555], [0.19051, -2.13926, 6.93124], [0.15477, -1.01369, 8.11060], [1.92981, 1.41596, 5.74208], [1.61524, 1.37203, 7.42199], [2.86177, 0.27601, 6.67838], [0.01866, 3.03317, -3.91832], [0.03854, 4.12202, -3.36187], [0.17426, 2.82441, -5.24542], [0.48980, 1.43265, -5.62563], [0.19175, 3.83168, -6.28634], [-0.19606, 2.08505, -3.40454], [0.68764, 0.77187, -4.78805], [1.41800, 1.42216, -6.20100], [-0.35392, 1.06295, -6.21178], [-0.38648, 3.43792, -7.12135], [-0.21522, 4.80499, -6.02755], [1.25509, 3.98829, -6.49077], [1.88324, -2.68829, -6.03700], [2.27569, -1.57410, -6.33346], [2.01288, -3.22964, -4.81244], [2.58094, -2.50839, -3.69479], [1.57922, -4.61844, -4.59368], [1.42787, -3.43227, -6.71207], [3.17216, -3.13140, -3.02404], [1.82423, -2.08889, -3.02776], [3.13753, -1.62072, -3.98577], [2.06125, -4.99180, -3.69423], [0.49391, -4.69128, -4.52894], [1.92205, -5.22083, -5.43399]],
  "spin_multiplicity": 6,
  "total_charge": 1,
  "homo_ev": [-10.6388, -10.6390],
  "lumo_energy_ev": [-2.17, -2.40]
}

***

# 3
{
  "formula": "C41H32BrN4O9PPt",
  "method": "ωB97M-V/def2-TZVPD",
  "species": ["Pt", "O", "C", "C", "C", "C", "C", "C", "C", "O", "N", "N", "C", "C", "Br", "C", "C", "C", "C", "C", "C", "C", "H", "H", "H", "H", "H", "H", "H", "H", "H", "H", "H", "H", "H", "H", "O", "C", "O", "C", "C", "C", "C", "C", "C", "N", "O", "O", "N", "O", "O", "H", "H", "H", "O", "P", "C", "C", "C", "C", "C", "C", "C", "C", "C", "C", "C", "C", "C", "C", "C", "C", "C", "C", "H", "H", "H", "H", "H", "H", "H", "H", "H", "H", "H", "H", "H", "H", "H"],
  "coordinates": [[0.13613, -0.31402, -3.38362], [4.50302, 0.54351, -2.98675], [4.50972, -0.24611, -1.88697], [5.50835, 0.00937, -0.95022], [5.64548, -0.78713, 0.16881], [4.78018, -1.85284, 0.37666], [3.78035, -2.09676, -0.54731], [3.61447, -1.30438, -1.67847], [2.58172, -1.64879, -2.74373], [2.03919, -0.51790, -3.36292], [1.49712, -2.48439, -2.25616], [0.23024, -2.06170, -2.37754], [-0.69713, -2.92379, -1.81802], [-1.99495, -2.92529, -2.02902], [-2.17241, 0.17128, -3.24782], [-3.27745, -3.08245, -2.19340], [-4.32647, -2.47423, -1.35719], [-4.00413, -1.66114, -0.27247], [-5.00202, -1.10238, 0.50520], [-6.33786, -1.34515, 0.20559], [-6.66703, -2.15060, -0.87419], [-5.66533, -2.71334, -1.65184], [3.66433, 0.42957, -3.46134], [6.16606, 0.84835, -1.13241], [6.43086, -0.57625, 0.88353], [4.87607, -2.48135, 1.25151], [3.12670, -2.94310, -0.36767], [3.09077, -2.21607, -3.53836], [1.67416, -3.16532, -1.53290], [-0.27670, -3.68251, -1.16310], [-3.60800, -3.69771, -3.02709], [-2.96344, -1.47610, -0.04087], [-4.73868, -0.46762, 1.34258], [-7.11880, -0.90440, 0.81142], [-7.70509, -2.34038, -1.11354], [-5.92274, -3.34244, -2.49570], [-0.49155, 3.26323, -5.09797], [-0.07481, 2.50629, -4.25518], [0.34502, 1.29100, -4.52938], [0.00122, 2.98069, -2.82157], [-0.99142, 3.83385, -2.35606], [-0.88386, 4.35050, -1.08015], [0.18949, 4.08410, -0.25305], [1.15941, 3.24400, -0.75481], [1.08520, 2.67174, -2.01228], [2.32636, 2.95129, 0.09118], [2.23236, 3.19674, 1.27954], [3.28832, 2.43673, -0.43589], [-1.96032, 5.21317, -0.56322], [-1.76457, 5.78376, 0.49091], [-3.00276, 5.24058, -1.18378], [-1.83050, 4.08868, -2.98692], [0.26138, 4.50712, 0.73609], [1.87103, 2.00669, -2.33922], [1.17566, -0.01638, -0.23981], [0.55479, -0.02448, 1.11459], [-0.17665, -1.62752, 1.54412], [-1.46259, -1.78265, 2.04969], [-1.94048, -3.04821, 2.36890], [-1.13043, -4.15981, 2.20128], [0.16662, -4.00967, 1.72225], [0.63816, -2.75012, 1.39555], [1.75186, 0.25635, 2.42779], [1.43858, 0.06787, 3.77420], [2.40117, 0.28666, 4.74413], [3.68172, 0.68364, 4.37155], [3.99829, 0.85590, 3.03382], [3.03486, 0.64125, 2.05762], [-0.78707, 1.16637, 1.28348], [-1.75925, 1.13467, 0.28453], [-2.84919, 1.98868, 0.34075], [-2.96557, 2.88834, 1.39393], [-1.98302, 2.94597, 2.37329], [-0.89406, 2.08513, 2.32315], [-2.10256, -0.91798, 2.17810], [-2.94965, -3.16366, 2.74236], [-1.50387, -5.14418, 2.45195], [0.80692, -4.87672, 1.61342], [1.65297, -2.61454, 1.03459], [0.44514, -0.25722, 4.06356], [2.15838, 0.14437, 5.78908], [4.43325, 0.85464, 5.13179], [4.99427, 1.16365, 2.74236], [3.27526, 0.76996, 1.00945], [-1.65196, 0.45139, -0.55019], [-3.59710, 1.96021, -0.44246], [-3.80849, 3.56664, 1.43504], [-2.05933, 3.67227, 3.17229], [-0.12333, 2.14255, 3.08092]],
  "spin_multiplicity": 3,
  "homo_ev": [-8.5025, -8.7498],
  "lumo_energy_ev": [-0.60, -2.96]
}

***

# 4
{
  "formula": "C8H37BO10P2S2",
  "method": "ωB97M-V/def2-TZVPD",
  "species": ["O", "P", "O", "S", "B", "P", "S", "H", "H", "H", "H", "H", "C", "O", "H", "H", "H", "H", "C", "O", "H", "H", "H", "H", "C", "O", "H", "H", "H", "H", "C", "O", "H", "H", "H", "H", "C", "O", "H", "H", "H", "H", "C", "O", "H", "H", "H", "H", "C", "O", "H", "H", "H", "H", "C", "O", "H", "H", "H", "H"],
  "coordinates": [[-0.74232, 1.39485, 1.67472], [-0.88163, -0.01551, 0.94204], [-0.78848, -1.01545, 2.21001], [-2.45328, -0.34190, -0.13275], [0.55916, -0.24617, -0.26401], [1.85596, -1.62634, -0.22970], [3.52701, -0.58910, -0.08870], [0.01189, 1.92596, 1.33366], [-1.41428, -1.74340, 2.09785], [0.65120, 0.56278, -1.11445], [1.65929, -2.49281, 0.85120], [1.70944, -2.41136, -1.38047], [0.27444, -1.55227, -3.85066], [1.57031, -1.02627, -3.57744], [-0.14194, -1.91653, -2.91166], [-0.39593, -0.78428, -4.24437], [0.32951, -2.37913, -4.56152], [1.93165, -0.71764, -4.41460], [3.18335, -3.36286, -5.96046], [1.94367, -3.02430, -6.56902], [3.56084, -2.46033, -5.48417], [3.06349, -4.13083, -5.19191], [3.91740, -3.70266, -6.69523], [1.59138, -3.81206, -6.99360], [1.21988, 3.68789, 2.53021], [1.25721, 3.23897, 1.16378], [1.38468, 2.80563, 3.14456], [2.01401, 4.40902, 2.72831], [0.24598, 4.11066, 2.76991], [1.12213, 4.00407, 0.59088], [3.89165, -5.12782, -1.33189], [3.63974, -3.98528, -0.53048], [2.93956, -5.42147, -1.77086], [4.59468, -4.90738, -2.13928], [4.27444, -5.96444, -0.74199], [4.46338, -3.68036, -0.13662], [1.94312, 2.18575, -2.84433], [1.64445, 3.19630, -1.88203], [1.01260, 1.97552, -3.36908], [2.68797, 2.52931, -3.56785], [2.29428, 1.26763, -2.37392], [2.45302, 3.35581, -1.38414], [-2.03340, 4.91836, 5.12831], [-1.61543, 4.14831, 4.00201], [-1.16595, 5.46303, 5.49411], [-2.81056, 5.63477, 4.85269], [-2.40700, 4.27048, 5.92388], [-2.38460, 3.68745, 3.64901], [-6.31445, -1.50016, -0.01314], [-6.01537, -0.91189, 1.24265], [-7.08349, -2.25105, 0.15886], [-6.69580, -0.76810, -0.73025], [-5.43584, -1.99089, -0.44117], [-5.31386, -0.26554, 1.10735], [-3.34532, 1.01419, 5.60012], [-2.16046, 1.70018, 5.96753], [-3.68327, 0.46781, 6.47876], [-4.14220, 1.70061, 5.29596], [-3.16826, 0.30030, 4.79191], [-1.82967, 2.16994, 5.19144]],
  "smiles": "OP(O)(=S)B[PH2]=S.CO.CO.CO.CO.CO.CO.CO.CO",
  "homo_ev": -8.5145,
  "lumo_energy_ev": -0.85
}

***

Table of molar mass (g/mol), in record order: 146.19; 934.96; 1030.68; 430.27